Record 1
{
  "formula": "C12H31N7O5",
  "method": "ωB97M-V/def2-TZVPD",
  "homo_ev": -8.945,
  "smiles": "CCCCCNC(=O)OCCC.NC(N)=O.NC(N)=O.NC(N)=O",
  "charge": 0,
  "homo_lumo_gap_ev": 9.43,
  "symbols": ["C", "C", "C", "C", "C", "N", "C", "O", "O", "C", "C", "C", "H", "H", "H", "H", "H", "H", "H", "H", "H", "H", "H", "H", "H", "H", "H", "H", "H", "H", "H", "N", "C", "N", "O", "H", "H", "H", "H", "N", "C", "N", "O", "H", "H", "H", "H", "N", "C", "N", "O", "H", "H", "H", "H"],
  "coordinates": [[-1.479, -2.069, 4.170], [-0.030, -1.729, 4.815], [0.955, -1.057, 3.743], [1.861, -2.106, 2.945], [3.069, -1.306, 2.197], [3.622, -2.156, 1.100], [3.003, -1.885, -0.203], [2.257, -2.788, -0.673], [3.212, -0.729, -1.000], [2.195, 0.292, -0.776], [1.847, 0.931, -2.220], [0.315, 0.741, -2.664], [-1.277, -2.449, 3.117], [-1.949, -2.894, 4.801], [-2.176, -1.161, 4.200], [0.400, -2.686, 5.287], [-0.242, -0.978, 5.663], [0.282, -0.536, 2.965], [1.637, -0.245, 4.183], [2.373, -2.877, 3.617], [1.287, -2.651, 2.107], [3.883, -1.182, 2.986], [2.674, -0.289, 1.865], [4.648, -2.155, 1.067], [1.278, -0.061, -0.201], [2.705, 1.132, -0.169], [2.534, 0.481, -3.027], [2.078, 2.061, -2.191], [-0.215, -0.118, -2.126], [-0.315, 1.691, -2.499], [0.300, 0.543, -3.799], [-6.028, -1.407, 1.799], [-4.948, -2.012, 2.354], [-5.226, -3.138, 3.058], [-3.814, -1.578, 2.230], [-6.968, -1.747, 1.889], [-5.862, -0.568, 1.269], [-4.450, -3.616, 3.485], [-6.151, -3.512, 3.172], [-4.387, 1.807, -4.608], [-3.306, 1.194, -4.060], [-3.586, 0.060, -3.370], [-2.172, 1.629, -4.178], [-5.326, 1.465, -4.523], [-4.219, 2.652, -5.128], [-2.809, -0.424, -2.949], [-4.510, -0.315, -3.261], [5.068, 4.036, -3.246], [3.975, 4.713, -2.809], [3.315, 5.404, -3.773], [3.614, 4.700, -1.643], [5.380, 4.034, -4.200], [5.585, 3.510, -2.561], [2.498, 5.919, -3.489], [3.596, 5.427, -4.736]],
  "forces_ev_per_angstrom": [[1.1, -0.1, 0.6], [-0.7, 0.5, 0.3], [-0.3, -0.4, -0.5], [0.6, 0.6, -0.8], [-0.7, -0.6, 1.4], [-0.1, 1.5, -0.9], [-2.4, -3.6, -1.9], [2.6, 3.6, 1.6], [-0.5, -1.4, 2.4], [0.4, 2.3, -0.7], [-0.4, 0.2, 0.2], [0.1, 0.4, -0.6], [-0.8, 0.6, 1.3], [0.5, 1.0, -0.9], [1.1, -1.4, -0.4], [-0.4, 1.5, -0.8], [0.6, -1.2, -1.1], [1.0, -0.6, 1.1], [-1.0, -1.2, -0.4], [-1.0, 1.0, -0.8], [0.7, 0.7, 1.5], [-1.0, 0.2, -1.2], [0.7, -1.2, 0.3], [-0.7, 0.4, -0.2], [1.2, 0.1, -1.0], [-0.9, -1.4, -0.7], [-0.9, 0.5, 1.5], [-0.3, -1.8, 0.0], [0.9, 1.0, -0.7], [1.1, -1.5, -0.2], [-0.2, 0.3, 1.8], [-0.5, 0.5, -0.4], [0.5, 0.2, 0.0], [0.1, -0.6, 0.4], [-0.3, 0.0, -0.1], [0.1, 0.0, 0.0], [0.0, -0.1, 0.1], [-0.1, 0.1, -0.1], [0.1, 0.1, 0.0], [-0.4, 0.5, -0.4], [0.5, 0.1, 0.0], [0.1, -0.6, 0.4], [-0.3, 0.0, -0.1], [0.1, 0.0, 0.0], [0.0, -0.2, 0.1], [-0.1, 0.1, -0.1], [0.1, 0.0, 0.0], [0.6, -0.4, 0.0], [-0.2, 0.0, 0.5], [-0.5, 0.5, -0.3], [0.0, 0.0, -0.1], [-0.1, 0.0, 0.1], [-0.1, 0.1, -0.1], [0.1, -0.1, -0.1], [0.0, 0.0, 0.1]],
  "lowdin_charge": [-0.1462, -0.2582, -0.2297, -0.1841, -0.2093, 0.0136, -0.4162, 0.0766, -0.0720, -0.1850, -0.1929, -0.1380, 0.0717, 0.0641, 0.0740, 0.1023, 0.0999, 0.1160, 0.1095, 0.1121, 0.1158, 0.1247, 0.1063, 0.1213, 0.1302, 0.1263, 0.1155, 0.1018, 0.0699, 0.0712, 0.0756, 0.1448, -0.6930, 0.1528, 0.0179, 0.0920, 0.1047, 0.1033, 0.0936, 0.1447, -0.6902, 0.1557, 0.0166, 0.0916, 0.1052, 0.1027, 0.0929, 0.1476, -0.7094, 0.1475, 0.0146, 0.0924, 0.1063, 0.1067, 0.0924]
}

---

Record 2
{
  "formula": "C12H32Cu2O10P2",
  "method": "ωB97M-V/def2-TZVPD",
  "homo_ev": -7.874,
  "charge": 0,
  "homo_lumo_gap_ev": 7.93,
  "symbols": ["Cu", "Cu", "O", "H", "O", "H", "C", "C", "O", "P", "O", "O", "C", "C", "O", "C", "C", "H", "H", "H", "H", "H", "H", "H", "H", "H", "H", "H", "H", "H", "H", "H", "C", "C", "O", "P", "O", "O", "C", "C", "O", "C", "C", "H", "H", "H", "H", "H", "H", "H", "H", "H", "H", "H", "H", "H", "H", "H"],
  "coordinates": [[-3.590, 22.133, 23.437], [-2.304, 23.371, 21.397], [-4.326, 23.277, 21.691], [-4.809, 23.756, 21.011], [-1.564, 22.048, 22.869], [-0.626, 21.902, 23.024], [-0.239, 18.175, 24.139], [-1.477, 19.010, 23.979], [-2.645, 18.190, 23.851], [-3.956, 18.743, 23.198], [-4.411, 20.061, 23.673], [-3.746, 18.657, 21.632], [-3.254, 19.789, 20.870], [-1.923, 19.451, 20.231], [-4.902, 17.541, 23.484], [-6.252, 17.435, 22.978], [-7.115, 16.687, 23.947], [-0.056, 17.525, 23.280], [0.587, 18.857, 24.320], [-0.389, 17.470, 24.960], [-1.559, 19.648, 24.868], [-1.397, 19.767, 23.192], [-4.003, 19.926, 20.091], [-3.165, 20.687, 21.477], [-1.313, 18.875, 20.933], [-2.015, 18.884, 19.307], [-1.330, 20.349, 20.046], [-6.591, 18.409, 22.619], [-6.142, 16.870, 22.043], [-7.238, 17.257, 24.871], [-8.106, 16.478, 23.549], [-6.659, 15.736, 24.223], [-5.572, 18.006, 27.507], [-5.452, 19.315, 26.720], [-5.225, 20.387, 27.655], [-5.351, 21.895, 27.197], [-4.303, 22.418, 26.348], [-5.515, 22.596, 28.585], [-6.708, 22.478, 29.419], [-7.139, 21.077, 29.735], [-6.790, 21.987, 26.523], [-6.927, 22.438, 25.164], [-8.334, 22.186, 24.694], [-6.602, 17.640, 27.478], [-4.919, 17.222, 27.131], [-5.373, 18.156, 28.568], [-4.614, 19.273, 26.031], [-6.367, 19.521, 26.163], [-6.395, 22.991, 30.326], [-7.465, 23.100, 28.939], [-6.293, 20.522, 30.151], [-7.900, 21.071, 30.518], [-7.505, 20.492, 28.893], [-6.619, 23.481, 25.043], [-6.179, 21.923, 24.550], [-8.594, 21.144, 24.889], [-9.021, 22.781, 25.300], [-8.430, 22.463, 23.648]],
  "forces_ev_per_angstrom": [[0.0, -0.2, -0.1], [-0.8, -0.9, 1.2], [1.4, 0.0, -0.2], [-0.1, -0.1, 0.3], [-0.4, 0.6, -1.1], [-0.3, 0.2, 0.2], [-0.5, -0.7, -0.3], [0.4, 1.2, 0.6], [0.1, -0.3, 0.3], [0.3, -0.1, -0.7], [0.0, 0.6, 0.1], [0.0, 0.2, 0.3], [0.0, -0.2, -0.7], [0.5, -0.1, 0.4], [-0.4, -0.3, 0.7], [0.7, -0.3, -1.6], [-0.1, 0.3, 0.7], [0.2, 0.3, -0.2], [0.2, -0.2, 0.1], [0.2, 0.3, 0.3], [-0.4, -0.3, 0.1], [-0.1, -0.4, -0.4], [0.0, 0.3, 0.1], [-0.2, -0.1, 0.1], [-0.1, -0.1, -0.1], [-0.1, 0.0, 0.0], [-0.2, 0.1, -0.2], [-0.3, 0.1, 0.7], [-0.1, -0.1, 0.2], [0.0, 0.0, 0.0], [0.0, 0.1, -0.2], [0.1, 0.0, -0.1], [-0.6, 0.1, 0.1], [0.3, -0.4, 0.3], [-0.1, -0.2, -0.1], [-0.8, -0.4, 0.2], [1.0, 0.4, -0.6], [-0.1, 0.0, 0.4], [0.5, 0.8, -0.2], [0.2, -0.7, 0.4], [-0.3, 0.1, 0.1], [0.9, 0.0, -0.8], [0.0, 0.1, 0.8], [0.1, -0.1, -0.1], [0.0, 0.1, -0.1], [0.3, 0.2, -0.1], [0.0, 0.1, -0.1], [0.1, 0.0, -0.1], [-0.1, -0.1, 0.1], [-0.2, -0.3, 0.0], [0.0, 0.1, -0.1], [-0.1, 0.3, -0.1], [-0.1, 0.2, -0.1], [-0.3, 0.1, 0.5], [-0.3, -0.3, 0.0], [0.0, -0.1, -0.4], [-0.1, 0.1, -0.2], [-0.1, -0.2, -0.1]],
  "lowdin_charge": [0.3221, 0.4426, -0.3971, -0.0576, -0.3859, -0.0356, -0.0654, -0.2792, -0.1455, 0.3704, -0.2196, -0.1561, -0.2345, -0.0588, -0.1605, -0.2448, -0.0611, 0.0775, 0.0835, 0.0813, 0.1285, 0.0825, 0.1250, 0.0613, 0.0730, 0.0753, 0.0745, 0.1228, 0.1223, 0.0655, 0.0825, 0.0862, -0.0534, -0.2350, -0.1864, 0.3426, -0.1964, -0.1621, -0.2305, -0.0834, -0.1831, -0.2703, -0.0639, 0.0679, 0.0732, 0.0757, 0.0928, 0.1105, 0.1190, 0.1164, 0.0844, 0.0828, 0.0718, 0.1262, 0.0919, 0.0747, 0.0780, 0.0816]
}